No. 1
ORCA calculation (the ωB97M-V functional and the def2-TZVPD basis) on a cluster of 8 separate species, C30H54F8N2O16S5 in total at a distorted geometry.

SMILES string = FC(F)C(F)(F)COC(F)(F)C(F)F.CCOS(C)(=O)=O.CCOS(C)(=O)=O.CCOS(C)(=O)=O.CCOS(C)(=O)=O.CCOS(C)(=O)=O.c1ccncc1.c1ccncc1
Orbital gap = 10.00 eV
DFT total energy = -5278.62665 Ha

```
! RIJCOSX wB97M-V def2-TZVPD def2/J DEFGRID3
* xyz 0 1
O 15.56072 14.66466 9.20974
S 14.50564 15.48309 8.67253
O 13.60951 15.00920 7.64328
O 13.59745 16.01789 9.89828
C 14.21516 16.31772 11.13948
C 13.55884 17.54957 11.75648
C 15.12659 17.06727 8.11047
H 15.27944 16.53544 11.00788
H 14.21524 15.51271 11.87330
H 13.74373 17.63874 12.82867
H 12.48074 17.37258 11.70559
H 13.82894 18.51159 11.32644
H 14.32662 17.79907 8.18672
H 15.38688 16.91745 7.06350
H 15.99358 17.32485 8.71267
O 15.44568 18.70384 -0.85108
S 15.51633 19.81052 0.06423
O 16.50398 20.83700 -0.12885
O 14.06935 20.54164 0.20537
C 12.90958 19.68072 0.12243
C 11.71200 20.59197 0.37205
C 15.66736 19.07183 1.72151
H 13.04556 18.87219 0.84563
H 12.88181 19.25986 -0.88355
H 11.79442 21.42671 -0.31959
H 11.71535 20.99280 1.38560
H 10.81445 19.98707 0.24766
H 15.23039 18.07500 1.72843
H 15.01629 19.63729 2.39096
H 16.70329 19.11052 2.04079
O 14.09874 14.12668 0.89110
S 13.37319 12.89001 0.75482
O 12.67769 12.52579 -0.43634
O 14.35244 11.65510 1.18101
C 15.63062 11.51446 0.49831
C 15.44631 11.40885 -1.00599
C 12.18458 12.78898 2.12797
H 16.01430 10.56880 0.86994
H 16.24820 12.37471 0.75390
H 16.36527 11.05422 -1.47398
H 15.09469 12.34089 -1.43716
H 14.72772 10.59904 -1.14828
H 11.17440 12.97948 1.78351
H 12.51713 13.49247 2.88656
H 12.29021 11.80467 2.58057
O 17.73506 16.29782 6.81622
S 18.38667 16.71256 5.59424
O 19.70007 16.18486 5.27508
O 17.34351 16.36046 4.39758
C 17.87844 15.62959 3.24652
C 16.69405 14.83122 2.74323
C 18.38288 18.49593 5.53695
H 18.70127 14.96241 3.47924
H 18.18581 16.39894 2.53886
H 16.40858 14.12043 3.52145
H 16.91505 14.30286 1.81407
H 15.76612 15.35471 2.51527
H 18.81651 18.75740 4.57201
H 18.96914 18.87088 6.36808
H 17.33512 18.78356 5.50693
O 13.20559 22.84349 3.73546
S 14.20703 23.72940 4.24249
O 14.98584 24.56030 3.35670
O 13.48362 24.70916 5.32809
C 12.12920 24.40902 5.70226
C 11.73831 25.49908 6.69695
C 15.25459 22.81316 5.34572
H 11.98827 23.42992 6.16377
H 11.55141 24.45748 4.77975
H 11.90809 26.48739 6.27473
H 12.31660 25.32565 7.60411
H 10.68563 25.48051 6.98173
H 15.50478 21.95478 4.71320
H 14.76323 22.39644 6.21860
H 16.14089 23.41451 5.52320
N 9.62952 14.79283 4.31043
C 8.68545 13.96788 3.87913
C 8.77079 12.58748 4.03713
C 9.86421 12.03775 4.69830
C 10.82021 12.91658 5.18416
C 10.70239 14.28175 4.90750
H 7.85293 14.32966 3.28724
H 8.09009 11.90528 3.54359
H 9.95466 10.97004 4.84198
H 11.63890 12.59708 5.81707
H 11.43071 14.99606 5.27018
N 14.10423 16.63773 4.34046
C 14.38858 17.80805 4.95390
C 13.55184 18.89967 4.87586
C 12.34066 18.83068 4.18546
C 12.04466 17.64136 3.56104
C 12.97491 16.61394 3.64331
H 15.37025 17.83147 5.40982
H 13.82285 19.87257 5.27126
H 11.73745 19.71757 4.05026
H 11.11004 17.52678 3.02753
H 12.84140 15.73282 3.02072
C 10.92371 17.07573 7.45724
C 10.59793 18.40221 8.15468
C 9.62672 19.29849 7.42207
F 10.11218 19.55811 6.16700
F 8.37343 18.78947 7.30307
F 10.22352 18.17591 9.46543
F 11.78414 19.10025 8.30362
O 9.76088 16.35459 7.05412
C 9.22687 15.41847 7.90044
C 8.18966 14.64228 7.08079
F 7.74536 13.61386 7.89163
F 7.14606 15.38184 6.67665
F 10.18705 14.60492 8.40276
F 8.64467 15.96781 9.00830
H 11.64908 16.45851 7.98401
H 11.37748 17.25860 6.47895
H 9.57358 20.27022 7.93892
H 8.61544 14.10941 6.22367
*
```

No. 2
ORCA calculation (the ωB97M-V functional and the def2-TZVPD basis) on a cluster of 7 separate species, C30H55BO13 in total at a distorted geometry.

SMILES string = C#CC[C@](COCCC)(CC(=O)O)OC(=O)B(O)OC.CC(C)=O.CC(C)=O.CC(C)=O.CC(C)=O.CC(C)=O.CC(C)=O
Orbital gap = 9.28 eV
DFT total energy = -2179.08315 Ha

```
! RIJCOSX wB97M-V def2-TZVPD def2/J DEFGRID3
* xyz 0 1
C -4.01910 -2.34284 -0.55934
C -3.11110 -2.35886 0.22709
C -1.92969 -2.64526 1.04288
C -0.63204 -2.13415 0.35718
C -0.80230 -0.76246 -0.24883
O 0.42876 -0.41753 -0.87600
C 0.59936 0.97382 -1.07200
C -0.58390 1.66796 -1.75030
C -0.15968 2.91527 -2.54756
C -0.20551 -3.16527 -0.71134
C -0.95826 -3.13199 -2.03090
O -1.69101 -4.02734 -2.34332
O -0.78029 -2.07753 -2.87406
O 0.46574 -2.19182 1.30717
C 0.69565 -1.14451 2.11061
O -0.15544 -0.40047 2.54906
B 2.25089 -0.90059 2.48636
O 2.53039 0.04881 3.41128
O 3.26528 -1.63367 1.92449
C 3.74707 -2.71469 2.74273
H -4.89474 -2.14229 -1.13513
H -2.06027 -2.20367 2.02956
H -1.82710 -3.71813 1.19970
H -1.60254 -0.78663 -0.98728
H -1.07970 -0.00692 0.49082
H 0.87275 1.47329 -0.13083
H 1.46425 1.07690 -1.73105
H -1.36212 1.91064 -1.02398
H -1.01468 0.94536 -2.44978
H -0.29762 3.80528 -1.94024
H -0.79454 2.97954 -3.42662
H 0.87858 2.81834 -2.86129
H -0.31921 -4.17582 -0.32865
H 0.86130 -2.99396 -0.86929
H 0.15428 -1.96290 -3.09812
H 1.80671 0.68714 3.48177
H 3.40980 -3.65249 2.30182
H 4.83453 -2.68892 2.77588
H 3.37882 -2.63245 3.76774
C -5.53102 -0.23787 -4.49522
C -5.26427 -1.67703 -4.12352
O -6.08255 -2.33986 -3.52250
C -3.92287 -2.24142 -4.51819
H -6.52164 0.05109 -4.14964
H -4.78220 0.40874 -4.03459
H -5.47781 -0.11637 -5.57814
H -3.12636 -1.66862 -4.03968
H -3.79763 -2.18815 -5.60134
H -3.85137 -3.27796 -4.19758
C 4.73688 -1.31668 -3.17975
C 3.48355 -2.14217 -3.32520
O 2.68788 -1.94196 -4.21608
C 3.25167 -3.22230 -2.29865
H 4.77892 -0.57484 -3.97391
H 4.73737 -0.81034 -2.21307
H 5.61698 -1.95881 -3.24042
H 3.18290 -2.76691 -1.30779
H 4.06374 -3.95047 -2.30505
H 2.31564 -3.72699 -2.53030
C 2.12582 6.56865 0.55320
C 1.57569 5.21122 0.18836
O 1.95303 4.61595 -0.79423
C 0.52838 4.63276 1.11080
H 2.86537 6.87138 -0.18440
H 1.32057 7.30454 0.57824
H 2.59441 6.52936 1.53775
H -0.33744 5.29525 1.15710
H 0.93504 4.52009 2.11731
H 0.21357 3.65891 0.74039
C -0.63177 2.86648 -6.07034
C -0.37931 1.43612 -5.65334
O -1.23965 0.76547 -5.12995
C 0.99845 0.88337 -5.92633
H -1.65403 3.14383 -5.82157
H 0.05764 3.53462 -5.55319
H -0.48349 2.97246 -7.14644
H 1.74882 1.47236 -5.39562
H 1.21269 0.92300 -6.99564
H 1.05278 -0.14956 -5.58929
C -2.18118 -1.52912 5.40757
C -2.79183 -2.88966 5.17334
O -2.56628 -3.52817 4.17074
C -3.70274 -3.42121 6.25384
H -1.55422 -1.25771 4.56271
H -2.96817 -0.78177 5.52294
H -1.57716 -1.54682 6.31713
H -4.54648 -2.74445 6.39720
H -3.15689 -3.50527 7.19501
H -4.07518 -4.40171 5.96655
C 1.53183 1.67163 6.38218
C 2.07819 3.07074 6.53646
O 1.69040 3.98070 5.84178
C 3.13386 3.27525 7.59590
H 0.78282 1.66234 5.59205
H 2.33857 0.98435 6.12094
H 1.06807 1.34133 7.31291
H 3.99962 2.64486 7.38707
H 2.73602 3.01046 8.57683
H 3.44306 4.31770 7.60437
*
```

No. 3
ORCA calculation (the ωB97M-V functional and the def2-TZVPD basis) on a structure of composition C30H55Br6F16O14P3 at a distorted geometry.

Orbital gap = 9.53 eV
DFT total energy = -20295.64569 Ha

```
! RIJCOSX wB97M-V def2-TZVPD def2/J DEFGRID3
* xyz 0 1
C -13.46865 -23.73413 8.43932
C -14.58167 -23.90440 7.35308
O -14.60135 -22.82037 6.45459
P -14.31817 -22.85423 4.89714
O -14.96588 -23.97976 4.16033
O -12.72984 -22.77858 4.76068
C -11.87915 -23.92376 4.98325
C -11.23702 -24.36939 3.71187
O -14.85567 -21.33275 4.42022
C -14.13838 -20.45831 3.58438
C -13.20580 -19.55671 4.45261
H -13.50438 -24.57984 9.12604
H -12.50870 -23.68535 7.92530
H -13.57363 -22.86411 9.08751
H -14.44873 -24.87292 6.87102
H -15.60763 -24.00414 7.70743
H -11.04834 -23.56474 5.59069
H -12.30429 -24.73360 5.57613
H -10.71729 -23.48083 3.35349
H -10.52890 -25.18808 3.83998
H -11.99279 -24.59627 2.95992
H -13.57377 -20.96572 2.80217
H -14.84830 -19.78787 3.10001
H -12.43560 -19.13775 3.80503
H -13.84633 -18.75395 4.81783
H -12.79894 -20.13665 5.28101
C -8.91387 -22.99131 14.57799
C -7.75786 -22.84659 13.56193
O -6.60767 -23.20963 14.25685
P -5.21858 -22.98774 13.46421
O -5.25334 -23.44006 12.04374
O -4.92133 -21.45457 13.68402
C -4.82578 -20.88902 14.97449
C -6.06085 -20.16296 15.47790
O -4.18042 -23.85790 14.34797
C -2.84983 -23.87345 14.01839
C -2.01442 -24.58847 15.08031
H -9.87041 -23.02352 14.05637
H -8.79003 -23.95285 15.07613
H -8.93185 -22.11752 15.22936
H -7.91844 -23.45235 12.67010
H -7.70841 -21.82900 13.17444
H -4.67426 -21.69636 15.69096
H -3.90297 -20.31263 15.04009
H -6.53485 -19.45266 14.80046
H -6.87308 -20.85510 15.69993
H -5.77541 -19.62069 16.37933
H -2.69225 -24.36977 13.06081
H -2.47554 -22.86074 13.86866
H -2.37024 -24.25020 16.05348
H -2.12057 -25.67100 15.15098
H -0.95366 -24.36817 14.96055
C -6.66572 -8.63831 9.15955
C -7.26744 -7.89127 10.36398
O -7.68260 -8.82687 11.33167
P -9.24305 -9.30366 11.48514
O -10.14637 -8.20759 11.93762
O -9.56506 -10.14171 10.11671
C -10.51606 -9.66038 9.19396
C -11.11863 -10.83915 8.42187
O -9.12885 -10.55100 12.58405
C -8.21434 -11.60248 12.29568
C -7.80604 -12.16338 13.66852
H -6.44115 -7.89688 8.39276
H -5.79650 -9.27073 9.34011
H -7.40646 -9.22625 8.61758
H -6.55477 -7.28554 10.92370
H -8.02785 -7.16638 10.07348
H -11.32177 -9.08003 9.64356
H -10.00249 -8.92387 8.57597
H -11.66813 -10.50478 7.54190
H -10.37983 -11.57920 8.11429
H -11.75644 -11.46714 9.04390
H -8.70615 -12.33386 11.65433
H -7.36019 -11.20578 11.74691
H -8.66679 -12.52665 14.22998
H -7.35273 -13.15141 13.58844
H -7.23941 -11.46658 14.28618
C -14.38707 -12.38614 13.29735
C -14.81049 -12.96274 14.64033
C -14.99921 -14.49023 14.58181
F -13.91741 -15.20006 14.12014
F -15.33888 -15.01877 15.72479
F -13.88851 -12.62523 15.53342
F -15.99106 -12.49066 14.99070
O -15.30770 -12.55772 12.20531
C -16.62378 -11.92748 12.15457
C -16.90613 -11.75683 10.63298
F -18.05009 -11.20431 10.32302
F -16.02188 -11.03326 9.95118
F -17.49536 -12.82321 12.68579
F -16.56100 -10.74146 12.86893
H -13.43141 -12.79071 12.96396
H -14.08812 -11.34043 13.36979
H -15.83717 -14.72343 13.92489
H -16.94755 -12.68070 10.05604
C -2.24828 -22.15347 6.56579
C -3.33982 -21.78589 5.51019
C -4.59240 -21.00046 6.15790
F -5.41209 -20.66149 5.13072
F -5.29501 -21.63176 7.12675
F -2.86329 -21.02596 4.55308
F -3.71595 -22.89818 4.86185
O -1.75836 -20.95935 7.23135
C -0.48185 -21.03032 7.86675
C -0.03273 -19.64855 8.34231
F -0.92630 -19.23347 9.27182
F 1.19531 -19.48998 8.83059
F -0.50909 -21.85368 8.91036
F 0.48762 -21.41816 7.06662
H -1.45309 -22.68131 6.03933
H -2.70128 -22.84872 7.27257
H -4.25140 -20.03871 6.54112
H -0.06174 -19.00076 7.46616
C -9.49563 -17.92010 9.01079
Br -10.35473 -19.69344 9.09616
Br -7.62350 -17.93467 9.68223
Br -10.67748 -16.67454 10.07059
H -9.44976 -17.55272 7.98559
C -5.93459 -14.32927 5.23455
Br -4.28052 -15.42258 5.70114
Br -6.61188 -13.43635 6.84840
Br -7.39068 -15.48386 4.48197
H -5.66744 -13.56388 4.50592
*
```

no.,LUMO level (eV)
1,-0.1
2,0.3
3,-0.8